A cluster of 12 separate species, C20H44O22 in total. Source: the OMol25 dataset; level of theory: ωB97M-V with the def2-TZVPD basis set.

Output
Molar mass: 636.55 g mol⁻¹
SMILES: C[C@H]1COC(=O)O1.C[C@H]1COC(=O)O1.C[C@H]1COC(=O)O1.C[C@H]1COC(=O)O1.C[C@H]1COC(=O)O1.O.O.O.O.O.O.O
HOMO energy: -10.22 eV
Spin multiplicity: 1

Atoms and positions in Å:
O (-2.13947, 1.86620, 3.21153)
O (-1.95324, 1.76028, -4.82598)
O (-1.05343, -1.33127, -1.63360)
O (4.05171, -1.68181, 3.74452)
O (3.99933, -6.82349, 0.99633)
O (0.29689, -1.78367, 0.07550)
O (-2.08529, 4.40129, -0.89961)
O (4.22713, -3.85534, 3.50335)
O (3.33850, -2.56096, 1.82251)
O (3.46378, -6.72930, -1.05350)
O (-1.11829, 1.41762, 5.05466)
O (0.50315, 5.14405, -0.72601)
O (4.81478, -8.52359, -0.22364)
O (-5.18996, -0.43470, 1.99091)
O (-0.14070, 0.31521, -0.48871)
O (-0.91949, -0.79754, -5.69552)
O (-3.34162, 1.99867, 5.16134)
O (-3.18124, -1.07583, 1.52634)
O (2.59720, 3.91300, -1.72686)
O (-3.04255, 4.07700, -4.74637)
O (-3.77226, -1.10840, 3.66386)
O (3.23032, 1.30627, -1.65273)
C (-0.89608, 1.28625, 2.77753)
C (-5.15172, -0.41118, 0.57101)
C (-4.04109, -0.89773, 2.48191)
C (-0.29533, -1.00068, -0.59042)
C (1.83083, -4.75857, -0.85149)
C (-1.04330, 0.94532, -1.34183)
C (3.23191, -0.66342, 3.16612)
C (-0.16312, 2.00334, -2.06993)
C (-1.46727, -0.17298, -2.29173)
C (4.00688, 0.73496, 3.08576)
C (-5.54122, 1.04962, 0.06143)
C (-0.23113, 0.81466, 4.09395)
C (-3.77869, -0.91274, 0.26286)
C (-0.19619, 2.32828, 1.89626)
C (4.14768, -7.46602, -0.11940)
C (3.93804, -2.76291, 3.00417)
C (3.63975, -5.50031, 0.79427)
C (2.67779, -1.31349, 1.90074)
C (3.19433, -5.38728, -0.63230)
C (-2.31605, 1.72117, 4.49956)
H (-4.88073, 1.82075, 0.45793)
H (-1.08489, 0.51139, 2.03454)
H (-0.45539, -0.23947, 4.25707)
H (1.62354, -1.54625, 2.05071)
H (2.95609, 1.00501, -2.51891)
H (-0.88299, -0.13369, -3.21106)
H (0.46063, 2.66597, -1.46996)
H (-6.51154, 1.41258, 0.40032)
H (2.60798, 4.25956, -2.61905)
H (0.38762, 6.09418, -0.71439)
H (4.51031, -4.86769, 0.96750)
H (-0.78433, 2.62260, 1.02702)
H (-0.03933, -1.16465, -5.61313)
H (-1.11923, -0.86029, -6.62954)
H (0.65999, 1.86823, 1.40289)
H (3.38536, 1.63010, 3.06247)
H (1.78029, 4.24170, -1.35157)
H (3.03545, 2.24343, -1.65178)
H (4.59737, 0.86531, 2.17888)
H (0.81818, 0.94413, 4.35907)
H (-3.70802, -1.75933, -0.42007)
H (2.94366, -0.66883, 1.06299)
H (-3.18839, -0.16408, -0.26550)
H (2.73958, -5.23514, 1.34878)
H (2.15105, -3.71890, -0.91953)
H (-2.63698, 3.62333, -0.81813)
H (-2.26922, 4.63129, -4.64170)
H (4.73955, 0.63981, 3.88717)
H (-0.21220, 4.82201, -1.27447)
H (0.51312, 1.59179, -2.81922)
H (-2.69988, 3.18326, -4.73993)
H (-1.93971, 1.24957, -0.80148)
H (0.03039, 3.30488, 2.32407)
H (3.93055, -4.68208, -1.01800)
H (-1.79916, 0.86801, -5.13637)
H (-1.30291, 2.29033, -5.28679)
H (-0.61147, 2.70077, -2.77751)
H (1.16910, -5.06977, -1.65980)
H (-5.88306, -1.07209, 0.10579)
H (-5.59668, 1.11541, -1.02517)
H (1.26759, -4.54614, 0.05721)
H (-2.54260, -0.24874, -2.45309)
H (2.39550, -0.49431, 3.84430)
H (-2.68526, 5.13567, -0.76940)

Here are the Mulliken charges for atoms 1 to 6, given in e: -0.38 -0.65 -0.37 -0.37 -0.36 -0.46



A structure of composition C20H45AsF9O22S2V2. Source: the OMol25 dataset; level of theory: ωB97M-V with the def2-TZVPD basis set.

Output
Expectation value of S²: 0.7593
Molar mass: 1049.48 g mol⁻¹
HOMO energy (alpha / beta): -5.00 / -3.38 eV
Spin multiplicity: 2
Charge: -2

Atoms and positions in Å:
As (-0.08662, -0.47989, 0.31228)
V (3.22217, 1.50826, 1.09470)
V (1.26214, -0.74336, 3.73471)
S (3.21894, 1.30433, 4.35927)
S (4.32805, -1.33461, 2.28749)
F (1.88722, -2.97233, -6.80853)
F (0.94043, -1.79928, -0.32237)
F (-0.28491, -1.32920, 1.93647)
F (-1.68881, -1.17388, -0.02710)
F (1.44957, 0.27842, 0.86643)
F (2.79564, -3.29766, -4.89172)
F (4.10703, -3.10861, -6.61826)
F (-0.00347, 0.35276, -1.26585)
F (-0.83484, 0.90592, 1.05917)
O (-0.13626, -5.76608, -0.73962)
O (-4.48815, -2.25869, 3.05137)
O (-2.69784, 2.45449, -3.75532)
O (-7.12110, -2.78039, 5.46753)
O (2.95143, -6.86589, -0.21208)
O (3.43414, 1.24653, -0.46488)
O (5.06458, -1.29135, 3.52385)
O (0.79610, -2.06076, 4.47684)
O (2.87923, -1.52176, 2.64374)
O (3.45534, -0.31922, -6.77278)
O (4.87879, -2.37687, 1.41460)
O (2.96377, -0.04554, 4.87358)
O (2.80024, 2.33372, 5.27570)
O (4.58825, 0.00192, 1.70186)
O (3.96498, 2.91868, 1.34822)
O (2.88130, -0.79492, -4.55306)
O (0.20261, 0.41243, 4.14350)
O (1.43295, 2.98718, 0.54011)
O (0.35114, 5.81821, 0.52897)
O (-2.06903, 5.33433, -4.49227)
O (2.47556, 1.37744, 3.13961)
O (4.69307, 1.38540, 4.12279)
C (-3.07112, -2.15940, 2.97501)
C (-7.38133, -1.53358, 6.20337)
C (0.76346, 5.07037, 1.62734)
C (-0.94961, -4.93192, 0.07559)
C (1.67427, 1.24571, -4.38040)
C (3.04302, 0.60310, -4.25132)
C (2.96306, -2.68773, -6.07056)
C (0.53543, 3.53371, 1.54196)
C (-4.97357, -2.39764, 4.37842)
C (2.12695, -6.35225, -1.27939)
C (3.06252, -1.11477, -5.85312)
C (1.17166, -5.17327, -0.93421)
C (-6.49241, -2.57961, 4.18834)
C (1.25488, 3.46412, -0.81604)
C (-2.21428, 1.12977, -3.53944)
C (2.22374, -7.66483, 0.63095)
C (-2.12702, 3.30158, -2.84151)
C (-2.45215, 4.73397, -3.23115)
C (-0.71429, 5.69646, -4.57431)
C (0.29391, 7.19969, 0.78814)
H (0.12774, 5.24580, 2.49521)
H (1.74728, 5.21818, 2.07269)
H (-6.72259, -3.41079, 3.52181)
H (-1.19622, 1.02981, -3.91582)
H (-0.42829, 3.37211, 1.05904)
H (-2.33575, 3.16028, -1.78106)
H (1.56394, 2.27452, -4.03765)
H (-2.03268, 0.93472, -2.48252)
H (1.39114, 2.63748, -1.51332)
H (3.74671, 1.21480, -4.81590)
H (1.35965, -7.13555, 1.03258)
H (1.24296, -4.48757, -1.77849)
H (3.52906, 0.66050, -3.27736)
H (1.04284, 7.38549, 1.55799)
H (-0.05315, 4.88232, -4.87128)
H (-4.75366, -1.48286, 4.92881)
H (0.45796, 7.80291, -0.10479)
H (-2.18595, 5.43849, -2.44318)
H (0.39599, 2.91195, 2.42630)
H (-2.61519, -2.56764, 3.87698)
H (1.55200, -4.76604, 0.00260)
H (-6.91343, -1.78450, 3.57301)
H (-2.67862, -2.61978, 2.06831)
H (-0.67532, -5.09411, 1.11797)
H (-8.01458, -1.74024, 7.06614)
H (-0.44831, 6.08610, -3.59169)
H (1.62569, -7.15734, -1.81665)
H (-1.99461, -5.17950, -0.11097)
H (-1.05228, 3.13523, -2.91467)
H (1.87172, -8.53345, 0.07448)
H (-6.46992, -1.12299, 6.63794)
H (-7.80279, -0.70384, 5.63591)
H (-2.83005, 0.32806, -3.94710)
H (-0.68241, 6.52473, -5.28215)
H (2.92096, -5.92682, -1.89314)
H (-0.70509, 7.36735, 1.19061)
H (-4.51472, -3.24049, 4.89526)
H (1.49142, 1.29095, -5.45401)
H (-3.53894, 4.69887, -3.30721)
H (2.77810, -8.05141, 1.48613)
H (-0.87968, -3.87229, -0.17021)
H (1.91217, 4.30421, -1.04034)
H (0.22280, 3.74911, -1.02021)
H (0.92613, 0.66775, -3.83788)
H (-2.73281, -1.12772, 3.07121)

Here are the Mulliken charges for atoms 1 to 6, given in e: 2.20 0.98 1.21 1.41 1.29 -0.25



A cluster of 9 separate species, C20H45IN16O11 in total. Source: the OMol25 dataset; level of theory: ωB97M-V with the def2-TZVPD basis set.

Output
Molar mass: 812.59 g mol⁻¹
SMILES: C[C@@H](I)CC1=C(C[C@@H]2CO2)C(=O)C=CC1=O.NC(N)=O.NC(N)=O.NC(N)=O.NC(N)=O.NC(N)=O.NC(N)=O.NC(N)=O.NC(N)=O
HOMO energy: -8.71 eV
Spin multiplicity: 1

Atoms and positions in Å:
I (1.69918, -2.62340, 2.11149)
O (2.64013, 1.86396, -2.21620)
O (-7.67256, 1.18536, -4.89578)
O (-4.14271, -0.82048, -3.51046)
O (-2.45934, -1.04696, 1.05596)
O (0.95728, -0.84558, 7.09618)
O (-6.34160, -0.99368, -0.61667)
O (0.89198, 2.17565, 3.73409)
O (0.83555, 4.20093, -0.78179)
O (5.94245, 0.33177, 0.71600)
O (10.91261, 0.84534, -0.57671)
O (-1.60404, -3.82915, -4.65187)
N (-1.35540, -1.74739, -3.77807)
N (-6.81275, -0.77172, -5.66734)
N (0.36466, 0.33148, 8.93978)
N (-3.54419, 0.76717, -2.01136)
N (-8.50654, -1.33231, -0.05112)
N (1.33019, -1.76295, 9.13560)
N (8.14143, 0.83022, 0.45648)
N (12.31229, -0.89739, -0.19654)
N (-3.71507, -2.22878, -0.40422)
N (0.49038, -3.05158, -4.27104)
N (-8.93566, -0.09227, -6.27718)
N (6.69484, 2.35161, 1.41896)
N (-7.47973, 0.69569, 0.37212)
N (-4.35339, 1.33883, -4.10881)
N (10.66989, -1.03050, -1.82045)
N (-1.59033, -2.94444, 0.15509)
C (-0.25537, 4.32869, 1.29539)
C (0.46765, 0.03609, 1.61449)
C (1.94059, 0.95074, -1.47898)
C (11.27716, -0.28681, -0.84635)
C (0.52715, 1.37716, -1.01630)
C (-4.01762, 0.36851, -3.22093)
C (-7.79333, 0.17383, -5.56623)
C (0.43965, 1.53560, 1.48653)
C (-2.58512, -2.02422, 0.31770)
C (0.39519, 3.60977, 0.17704)
C (-0.87940, -2.92988, -4.25989)
C (0.88876, -0.76492, 8.30801)
C (1.20298, -0.60438, 2.80440)
C (0.37759, 2.43454, 2.67049)
C (-0.28171, 3.74735, 2.48440)
C (6.86894, 1.11445, 0.85291)
C (3.11636, 1.49980, -0.77534)
C (0.38077, -0.74789, 4.08166)
C (-7.37611, -0.57008, -0.12823)
C (0.45947, 2.12620, 0.28065)
H (-3.83475, -2.99436, -1.04059)
H (1.28329, -1.71678, 10.13484)
H (-0.75333, -1.01704, -3.44893)
H (8.30221, -0.06297, 0.03310)
H (-0.03840, 0.45232, -0.91183)
H (9.91307, -0.60206, -2.32009)
H (-4.70191, 1.02698, -4.99441)
H (8.92023, 1.45546, 0.55085)
H (0.29884, 0.41982, 9.93511)
H (-5.96020, -0.63751, -5.14974)
H (-8.31956, 1.06632, 0.77233)
H (-0.67263, 5.30623, 1.10353)
H (-0.68202, -0.81555, 3.85215)
H (-6.90241, -1.60527, -6.21580)
H (2.17058, -0.15738, 2.99847)
H (5.77085, 2.58915, 1.72544)
H (-9.36863, -1.00559, 0.33992)
H (0.88435, -0.37139, 0.70046)
H (12.62486, -1.82646, -0.40261)
H (1.71953, -2.57738, 8.70015)
H (0.63880, -1.67758, 4.58005)
H (-4.29055, 2.32352, -3.93690)
H (0.03642, 1.07881, 8.35801)
H (0.12878, 1.98424, -1.82542)
H (1.11199, -2.33292, -3.95434)
H (-1.67957, -3.73751, -0.45161)
H (-3.43656, 1.72587, -1.74193)
H (-3.29155, 0.03976, -1.36213)
H (-9.06135, -0.91480, -6.83456)
H (-9.67447, 0.58229, -6.22474)
H (-0.56700, -0.31769, 1.65895)
H (-8.45556, -2.26427, -0.41631)
H (3.08152, 2.49183, -0.34283)
H (-0.72375, 4.22987, 3.34398)
H (-6.66311, 1.27459, 0.32283)
H (10.94730, -1.96278, -2.06039)
H (4.12734, 1.20762, -1.01740)
H (-0.72730, -2.80854, 0.65630)
H (7.43738, 3.01288, 1.53945)
H (-2.35826, -1.60621, -3.74459)
H (12.77337, -0.37418, 0.52335)
H (0.87077, -3.91094, -4.61764)
H (2.02375, -0.09837, -1.77871)
H (0.59183, 0.03352, 4.79718)
H (-4.46831, -1.56282, -0.30626)

Here are the Mulliken charges for atoms 1 to 6, given in e: -0.08 -0.57 -0.63 -0.84 -0.74 -0.58



A structure of composition C20H45IrN2P3S2. Source: the OMol25 dataset; level of theory: ωB97M-V with the def2-TZVPD basis set.

Output
Expectation value of S²: 8.7815
Molar mass: 662.87 g mol⁻¹
HOMO energy (alpha / beta): -17.95 / -21.08 eV
Spin multiplicity: 6
Charge: +4

Atoms and positions in Å:
Ir (-0.92824, 0.54956, -0.52323)
S (3.41146, 2.95141, -1.18822)
S (-0.25633, 0.99241, 1.73340)
P (-1.00652, 0.42932, -2.69288)
P (-3.12058, 1.00593, -0.21246)
P (-1.21850, -1.85411, -0.41507)
N (-0.18538, -0.78592, 3.67681)
N (1.56956, -0.99530, 2.10739)
C (5.32688, 1.53343, 2.10566)
C (0.43771, -0.38247, 2.55270)
C (0.38135, -0.57167, -3.41705)
C (4.11329, 1.87547, 0.03691)
C (-3.38434, 2.61476, -0.96531)
C (0.93630, 1.28002, -0.79068)
C (-2.42593, -0.10173, -3.69022)
C (-0.01171, -2.11847, 4.29354)
C (5.51530, 0.19077, 1.73330)
C (0.53825, 2.76491, -0.40389)
C (-2.14974, -2.78314, -1.66047)
C (4.53223, 2.35290, 1.30314)
C (-2.11067, -2.35536, 1.14946)
C (4.37879, 0.55782, -0.35688)
C (2.60291, -1.56116, 2.99611)
C (5.10347, -0.26684, 0.48893)
C (0.35262, -2.71187, -0.32909)
C (-4.47824, -0.08322, -0.75978)
C (-0.71943, 2.16878, -3.44801)
C (-3.55281, 1.27146, 1.58321)
H (-2.67487, -1.15468, -3.51954)
H (-0.92577, -2.30629, 4.87078)
H (0.61534, -0.19919, -4.45896)
H (1.70870, 0.80020, -0.12863)
H (-2.46921, 3.21108, -0.86656)
H (0.85380, -2.09535, 4.98161)
H (0.95145, -2.43728, 0.55751)
H (1.30623, 1.14735, -1.86724)
H (0.11132, -2.89896, 3.51208)
H (-4.47068, -1.02351, -0.20630)
H (-3.17064, -2.42518, -1.77832)
H (5.72426, 1.86574, 3.06427)
H (0.27183, 2.57347, -3.18254)
H (-4.56740, 1.76123, 1.64880)
H (0.15543, -3.79735, -0.29211)
H (-3.58194, 0.28079, 2.11322)
H (1.92097, -0.60482, 1.21628)
H (4.12677, 0.22512, -1.36002)
H (-4.21067, 3.15602, -0.48296)
H (2.69317, -1.01756, 3.95316)
H (6.09698, -0.49474, 2.32408)
H (0.37677, 3.55316, -1.05801)
H (-0.81422, 2.04502, -4.53800)
H (3.55337, -1.48500, 2.46123)
H (-2.15638, 0.02098, -4.75092)
H (-1.50512, 2.84048, -3.06828)
H (2.59132, 3.64687, -0.43436)
H (0.93465, -2.48375, -1.23473)
H (-1.04325, -0.25316, 3.89446)
H (-4.37195, -0.29152, -1.82128)
H (0.73202, 3.19253, 0.55065)
H (2.37313, -2.62467, 3.17378)
H (-3.61678, 2.49931, -2.02898)
H (-2.23543, -1.48941, 1.82564)
H (-1.50499, -3.14146, 1.63884)
H (1.32802, -0.51780, -2.80234)
H (-2.18856, -3.81743, -1.31316)
H (0.08121, -1.65830, -3.47987)
H (-3.09758, -2.77230, 0.87416)
H (-1.63468, -2.76565, -2.61792)
H (-5.43968, 0.41303, -0.59168)
H (-3.31379, 0.50772, -3.48547)
H (4.36813, 3.40300, 1.57309)
H (5.24950, -1.28500, 0.15478)
H (-2.78249, 1.92956, 2.07241)

Here are the Mulliken charges for atoms 1 to 6, given in e: 1.36 0.16 -0.32 0.62 0.74 0.76



A structure of composition C20H45N2P3SSeTi. Source: the OMol25 dataset; level of theory: ωB97M-V with the def2-TZVPD basis set.

Output
Molar mass: 565.41 g mol⁻¹
HOMO energy (alpha / beta): -17.44 / -17.44 eV
Spin multiplicity: 1
Charge: +4

Atoms and positions in Å:
Se (-1.99000, -0.61036, -1.43311)
Ti (0.28415, -0.02954, 0.34979)
S (2.39261, 0.61578, 1.17447)
P (-0.79686, 2.13449, 0.59793)
P (-0.85408, -0.87193, 2.37154)
P (0.86506, -2.34262, -0.20186)
N (2.96486, -0.78596, 3.39475)
N (2.15674, 1.40143, 3.75811)
C (-2.59527, 2.05047, 0.84782)
C (1.70724, 1.85398, -6.52915)
C (2.53865, 0.41199, 2.94017)
C (-2.54992, -1.50013, 2.09610)
C (-2.59364, 0.62368, -5.99472)
C (-0.23491, 3.42746, 1.73909)
C (-0.43646, -3.61399, -0.16070)
C (-1.33711, 0.52824, -5.41955)
C (-1.17798, 0.22560, -4.08000)
C (2.26042, 1.46933, 5.21803)
C (-1.11912, 0.32909, 3.72199)
C (1.35193, -2.29255, -1.95938)
C (3.70251, -0.96815, 4.64663)
C (-0.08029, -2.22504, 3.31755)
C (2.27714, -3.14587, 0.60156)
C (-0.62129, 2.93836, -1.03086)
C (-3.72102, 0.32827, -5.23312)
C (0.83442, 1.65316, -7.54282)
C (-2.31141, -0.06390, -3.32071)
C (-3.60127, -0.04144, -3.89121)
H (-2.98241, 3.07538, 0.77759)
H (-0.02860, -3.15848, 2.74438)
H (4.35630, -0.10788, 4.84874)
H (-1.88658, 1.06779, 3.47102)
H (-0.87149, -3.71971, 0.83807)
H (-0.40141, 3.12916, 2.78074)
H (3.16230, -2.49692, 0.53826)
H (-1.16697, 3.89391, -1.00113)
H (-0.56738, -0.08548, -1.67400)
H (-2.94751, -1.85381, 3.05964)
H (2.99322, -1.14327, 5.46827)
H (2.10126, 2.51783, 5.49473)
H (0.40700, 0.66778, -7.74366)
H (0.93956, -1.95205, 3.62876)
H (-2.86121, 1.63702, 1.82567)
H (0.44014, 3.12841, -1.23538)
H (2.06627, -3.35936, 1.65799)
H (-0.70329, -2.39392, 4.21102)
H (2.14526, 1.02667, -5.91461)
H (-1.02343, 2.29981, -1.82889)
H (-2.56034, -2.32708, 1.37378)
H (2.47762, -4.09123, 0.07313)
H (-3.20054, -0.70304, 1.71091)
H (-1.45139, -0.24438, 4.59974)
H (-0.19035, 0.85755, 3.97069)
H (-4.48399, -0.32060, -3.28772)
H (0.54063, 2.44810, -8.26182)
H (0.02500, -4.56833, -0.44635)
H (0.83208, 3.63279, 1.59512)
H (1.49809, 0.81801, 5.69759)
H (-1.24380, -3.36845, -0.86208)
H (3.26576, -1.41954, 2.63416)
H (2.21721, -1.62881, -2.08660)
H (-0.80703, 4.34060, 1.52745)
H (-4.70727, 0.38231, -5.71373)
H (-0.18807, 0.21303, -3.66041)
H (3.28306, 1.20624, 5.54364)
H (4.34724, -1.84019, 4.55851)
H (0.52805, -1.91565, -2.58235)
H (2.09390, 2.85672, -6.32526)
H (-0.45638, 0.71484, -6.00457)
H (-2.70210, 0.92537, -7.04110)
H (1.61968, -3.31181, -2.27808)
H (1.83763, 2.24359, 3.26702)
H (-3.06083, 1.42722, 0.07276)

Here are the Mulliken charges for atoms 1 to 6, given in e: 0.03 -0.87 -0.24 1.28 1.03 1.13